No. 1
{
  "formula": "C23H52NO15P3",
  "method": "the ωB97M-V functional and the def2-TZVPD basis",
  "elements": ["C", "C", "O", "P", "O", "O", "C", "C", "O", "C", "C", "H", "H", "H", "H", "H", "H", "H", "H", "H", "H", "H", "H", "H", "H", "H", "C", "C", "O", "P", "O", "O", "C", "C", "O", "C", "C", "H", "H", "H", "H", "H", "H", "H", "H", "H", "H", "H", "H", "H", "H", "H", "C", "C", "O", "P", "O", "O", "C", "C", "O", "C", "C", "H", "H", "H", "H", "H", "H", "H", "H", "H", "H", "H", "H", "H", "H", "H", "O", "C", "O", "C", "C", "O", "H", "H", "H", "H", "C", "C", "N", "H", "H", "H"],
  "xyz": [[0.6945, -0.0717, 2.4981], [-0.6828, 0.3525, 3.0789], [-1.6670, -0.4056, 2.4469], [-3.1702, -0.2388, 2.9872], [-3.8374, 1.0940, 2.8396], [-3.9368, -1.3431, 2.0756], [-3.6258, -1.3619, 0.6756], [-4.9257, -1.4832, -0.1098], [-3.2190, -0.8308, 4.4778], [-2.6131, -2.1143, 4.7805], [-3.6001, -3.0108, 5.5966], [0.7567, 0.0598, 1.4178], [1.4279, 0.6001, 2.9441], [0.9519, -1.1090, 2.7125], [-0.7439, 0.3098, 4.1663], [-0.8992, 1.3991, 2.8646], [-3.1458, -0.4192, 0.4129], [-3.0020, -2.2210, 0.4287], [-4.7209, -1.3104, -1.1663], [-5.2414, -2.5176, 0.0260], [-5.6290, -0.7540, 0.2922], [-2.5078, -2.5370, 3.7813], [-1.5774, -2.1106, 5.1203], [-3.4824, -4.0802, 5.4218], [-3.6332, -2.8054, 6.6665], [-4.6209, -2.7200, 5.3486], [0.5592, -5.2280, 1.1981], [1.2136, -3.8571, 1.1422], [2.1767, -3.9295, 0.0823], [2.4697, -2.5098, -0.7426], [3.3219, -2.7032, -1.9330], [2.8867, -1.4827, 0.3960], [4.2525, -1.0481, 0.5202], [4.0346, 0.4168, 0.6259], [0.9479, -2.0044, -1.1219], [0.1233, -2.8004, -1.9310], [-1.1288, -1.9455, -2.2950], [0.1815, -5.5915, 0.2425], [1.2992, -5.9519, 1.5393], [-0.1875, -5.2307, 1.9921], [0.4605, -3.0899, 0.9624], [1.6126, -3.5102, 2.0953], [4.6469, -1.2444, 1.5172], [4.9762, -1.2478, -0.2700], [4.9696, 0.9656, 0.7390], [3.5334, 0.6644, -0.3099], [3.4290, 0.7489, 1.4691], [0.5778, -3.0459, -2.8908], [-0.1568, -3.7582, -1.4925], [-0.9233, -0.9546, -2.7000], [-1.6905, -2.4672, -3.0699], [-1.8022, -1.7752, -1.4549], [-1.7895, 5.9604, -2.3922], [-1.1795, 4.9627, -1.3433], [-2.2082, 4.6770, -0.3836], [-2.1238, 3.3244, 0.5451], [-3.0820, 3.3117, 1.7031], [-2.3579, 2.1215, -0.5466], [-3.4866, 2.1385, -1.4447], [-3.1363, 1.3689, -2.6411], [-0.5272, 3.1021, 0.8704], [0.0557, 3.5927, 2.0310], [1.0908, 4.6944, 1.7226], [-1.1188, 6.0762, -3.2437], [-2.7021, 5.6590, -2.9064], [-1.8802, 6.9745, -2.0031], [-0.8378, 4.0403, -1.8130], [-0.2969, 5.4181, -0.8942], [-4.3392, 1.6931, -0.9321], [-3.8888, 3.1067, -1.7428], [-2.7726, 0.3657, -2.4188], [-4.0855, 1.1692, -3.1384], [-2.3698, 1.7518, -3.3148], [-0.6960, 3.9748, 2.7218], [0.5747, 2.8817, 2.6737], [0.6322, 5.5544, 1.2345], [1.5882, 5.0210, 2.6360], [1.8549, 4.2736, 1.0690], [7.7581, 0.2727, -5.1125], [6.9381, -0.4444, -4.6448], [5.6560, -0.6153, -5.0993], [4.9223, -1.0863, -4.0468], [5.9517, -1.9584, -3.3409], [7.1089, -1.2376, -3.5276], [4.5362, -0.1985, -3.5459], [4.0575, -1.6678, -4.3661], [6.1019, -2.8215, -3.9895], [5.5967, -2.1571, -2.3297], [0.6098, 1.2485, -1.6604], [1.4249, 0.8923, -2.8330], [1.9870, 0.5727, -3.7481], [-0.4695, 1.3122, -1.7985], [0.8345, 2.2459, -1.2823], [0.9358, 0.6387, -0.8178]],
  "forces_ev_per_angstrom": [[-0.723, 0.671, 0.638], [1.601, 0.923, -0.513], [-1.462, -0.972, 0.213], [-2.599, 1.199, -0.896], [1.636, -2.401, 0.854], [1.060, -0.069, 0.917], [-0.636, 0.563, -0.514], [0.691, -0.271, 0.546], [0.625, 0.439, 0.102], [-1.138, -1.430, -1.376], [-0.090, 1.271, 0.035], [-0.316, 0.059, 0.014], [0.269, -0.184, 0.052], [-0.082, 0.056, 0.192], [0.174, -0.573, 0.167], [0.218, 0.078, -0.179], [0.328, -0.097, -0.088], [0.347, 0.128, 0.290], [-0.128, 0.041, -0.047], [-0.614, 0.179, -0.116], [-0.184, -0.200, -0.218], [-0.031, -0.738, 0.071], [-0.201, 0.813, 0.687], [0.235, 0.168, -0.054], [0.736, -0.077, 0.126], [0.015, -0.167, -0.663], [0.646, -0.079, 1.051], [-1.023, -0.242, -0.287], [0.660, 2.253, -0.978], [-1.820, -1.953, -0.351], [-0.267, 0.237, 1.341], [-0.098, -1.569, -1.107], [0.047, 1.754, 1.776], [0.433, 1.654, -0.781], [2.314, 0.158, 1.444], [-1.592, 0.726, -1.668], [0.033, -0.587, 0.249], [-0.175, 0.364, 0.084], [0.148, -0.096, -0.150], [-0.380, 0.002, -0.267], [-0.150, 0.037, -0.566], [0.705, -0.523, 0.050], [-0.019, -1.445, -0.197], [-0.599, -0.680, -0.135], [0.142, 0.029, -0.352], [0.057, 0.784, 0.038], [-0.238, -0.495, -0.030], [0.562, 0.076, 0.088], [-0.012, 0.134, 0.488], [0.616, -0.172, -0.009], [-0.074, -0.138, 0.031], [0.114, -0.188, 0.187], [0.978, -0.357, -0.097], [-0.920, 0.833, -1.386], [0.492, -1.133, 1.326], [-1.529, -0.127, 0.606], [2.411, 0.736, -2.529], [0.753, 1.587, 0.954], [-0.533, 0.224, 0.899], [-0.036, -1.697, -1.017], [-1.757, -0.853, -1.487], [0.872, 2.121, 1.947], [-0.411, -0.552, -0.189], [0.528, -0.147, 0.115], [-0.271, -0.290, 0.703], [-0.303, -0.206, 0.317], [-0.160, -0.088, -0.182], [-0.178, 0.054, 0.315], [0.116, -0.336, 0.201], [0.737, 0.568, 0.336], [-0.004, -0.095, 0.492], [0.123, 0.247, -0.620], [-0.314, 0.622, -0.009], [-0.334, 0.227, -0.183], [-0.031, -0.863, -0.738], [0.022, 0.007, 0.035], [-0.126, 0.004, 0.051], [0.060, 0.098, -0.118], [-0.066, -0.308, 0.020], [-0.403, -0.292, 0.301], [2.150, 1.106, -1.889], [-1.662, -1.035, 1.137], [-2.254, -0.407, -0.669], [1.801, 2.015, -0.150], [0.014, -0.256, 0.805], [0.136, 0.076, -0.178], [-0.561, -0.761, 0.594], [0.870, -0.168, -0.004], [0.799, 0.747, 0.540], [-2.790, 1.210, 3.336], [2.027, -1.027, -3.022], [0.163, -0.742, -0.199], [0.381, 0.273, -0.404], [-0.552, -0.460, -0.146]],
  "smiles": "CCOP(=O)(OCC)OCC.CCOP(=O)(OCC)OCC.CCOP(=O)(OCC)OCC.O=C1OCCO1.CC#N",
  "orbital_gap_ev": 10.362
}



No. 2
{
  "formula": "C8H14N6Si",
  "method": "the ωB97M-V functional and the def2-TZVPD basis",
  "elements": ["C", "C", "C", "C", "C", "C", "C", "C", "N", "N", "N", "N", "N", "N", "Si", "H", "H", "H", "H", "H", "H", "H", "H", "H", "H", "H", "H", "H", "H"],
  "xyz": [[3.5325, 1.7243, -0.1323], [-2.2780, 3.3008, -0.2863], [1.7490, 2.4825, 0.6094], [-1.9508, 1.8717, -1.7754], [-1.5778, -1.0647, 2.8709], [1.3967, -1.8384, -1.6551], [-0.3129, -1.2867, 2.1337], [0.4764, -0.6048, -1.9279], [3.0373, 2.7750, 0.5153], [-2.6019, 2.9565, -1.6066], [2.6921, 0.8317, -0.5136], [-1.5125, 2.4163, 0.2715], [1.4895, 1.2679, -0.0490], [-1.2443, 1.5587, -0.7103], [-0.0324, 0.2843, -0.3088], [4.5745, 1.6198, -0.3928], [-2.7305, 4.0789, 0.2914], [0.9986, 2.9067, 1.1608], [-1.9549, 1.3033, -2.6526], [-1.8028, -1.9936, 3.3725], [-1.4571, -0.2231, 3.6823], [-2.3187, -0.7228, 2.1508], [2.2645, -1.4174, -0.9436], [0.7909, -2.5832, -1.1313], [1.9226, -2.2847, -2.5402], [-0.2171, -2.0280, 1.4074], [0.5711, -1.1040, 2.8090], [-0.3919, -1.0257, -2.5784], [1.2104, 0.1019, -2.3645]],
  "forces_ev_per_angstrom": [[1.625, 0.089, -0.819], [-1.107, -0.736, -1.277], [1.778, -2.791, -1.834], [0.189, -0.007, -0.859], [0.759, 2.168, 0.578], [1.673, 1.069, 1.786], [1.545, 0.861, 3.988], [-0.026, -1.532, -0.717], [-1.590, 0.835, 1.227], [-1.128, 2.362, 1.407], [-1.039, -1.426, -0.429], [0.686, 0.926, 1.169], [-0.068, 1.481, 1.072], [1.596, -2.385, 0.948], [0.677, 0.778, -1.819], [0.053, 0.108, 0.069], [-0.048, 0.463, -0.154], [-1.562, 1.505, 1.042], [0.136, -0.754, -1.130], [-0.790, -0.285, 0.207], [-0.219, -1.658, -1.551], [-0.694, -0.303, 0.254], [-1.853, -1.374, -1.470], [0.477, -0.266, -0.070], [-0.847, 0.552, 0.604], [0.056, -0.971, -1.350], [-0.543, -0.292, -1.252], [1.366, 1.482, 0.865], [-1.102, 0.099, -0.489]],
  "orbital_gap_ev": [7.877, 7.743],
  "spin_multiplicity": 3,
  "s2": 2.00
}



No. 3
{
  "formula": "C23H47BFN3O6P",
  "method": "the ωB97M-V functional and the def2-TZVPD basis",
  "elements": ["C", "C", "C", "C", "C", "C", "C", "C", "C", "C", "C", "P", "O", "O", "C", "C", "N", "C", "C", "B", "O", "O", "C", "N", "C", "C", "O", "O", "C", "C", "N", "C", "F", "C", "C", "H", "H", "H", "H", "H", "H", "H", "H", "H", "H", "H", "H", "H", "H", "H", "H", "H", "H", "H", "H", "H", "H", "H", "H", "H", "H", "H", "H", "H", "H", "H", "H", "H", "H", "H", "H", "H", "H", "H", "H", "H", "H", "H", "H", "H", "H", "H"],
  "xyz": [[-4.0323, -0.0562, -5.4834], [-2.5501, 0.2667, -5.2832], [-1.7535, -0.9878, -4.9159], [-0.2460, -0.9104, -5.2372], [0.6224, -0.5735, -4.0073], [1.9654, -1.3144, -3.9729], [3.0369, -0.6078, -3.1223], [3.3614, -1.3366, -1.8133], [2.1119, -1.5879, -0.9303], [2.2083, -1.0385, 0.5099], [1.0902, -0.1216, 1.0301], [0.6907, 1.1043, -0.3638], [2.0177, 2.0168, -0.6919], [-0.4552, 2.1325, 0.2415], [-0.3193, -0.8092, 1.2621], [-1.2471, -1.0422, 0.0762], [-2.2030, -2.1190, 0.3846], [-2.3652, -3.0549, -0.7352], [-0.8927, 0.0877, 2.3275], [-2.4813, 0.1745, 2.5410], [-3.2985, 0.7230, 1.6066], [-2.9194, -0.3460, 3.7041], [-4.2146, 0.0408, 4.1997], [0.0197, 0.7134, 2.9856], [-0.2313, 1.5852, 4.1382], [-1.0882, 2.8188, 3.9728], [-1.1851, 3.5709, 4.8893], [-1.7195, 2.9970, 2.7996], [1.3861, 0.2779, 2.5263], [1.5940, -0.9586, 3.4958], [2.9484, -1.4925, 3.5920], [2.5968, 1.1781, 2.8487], [2.7132, 1.2714, 4.2405], [2.7637, 2.5915, 2.2941], [1.5621, 3.5176, 2.2715], [-4.4647, -0.4430, -4.5574], [-4.1757, -0.8150, -6.2525], [-4.6065, 0.8316, -5.7479], [-2.1707, 0.7353, -6.1921], [-2.5075, 1.0062, -4.4788], [-1.9093, -1.1781, -3.8501], [-2.2038, -1.8306, -5.4454], [-0.1344, -0.0905, -5.9472], [0.0728, -1.8390, -5.7087], [0.8205, 0.5009, -4.0120], [0.0314, -0.7694, -3.1103], [1.7873, -2.3169, -3.5715], [2.3085, -1.4550, -4.9979], [3.9623, -0.5486, -3.6980], [2.7393, 0.4186, -2.8992], [3.8500, -2.2836, -2.0429], [4.0972, -0.7445, -1.2583], [1.2490, -1.2317, -1.4804], [2.0011, -2.6705, -0.8571], [2.2294, -1.8962, 1.1829], [3.1702, -0.5326, 0.6329], [2.8393, 1.5346, -0.5306], [-0.2466, 3.0510, 0.0158], [-0.0564, -1.8070, 1.6198], [-1.8196, -0.1534, -0.1918], [-0.6824, -1.3011, -0.8213], [-1.8609, -2.6383, 1.1842], [-2.7355, -2.5035, -1.5971], [-3.1116, -3.7964, -0.4587], [-1.4265, -3.5586, -0.9870], [-2.9853, 1.5570, 1.2396], [-4.2202, -0.1560, 5.2684], [-4.4056, 1.0993, 4.0412], [-4.9842, -0.5660, 3.7294], [0.7085, 1.8931, 4.5850], [-0.7451, 0.9913, 4.8975], [-2.5434, 3.4680, 3.0061], [0.8766, -1.7473, 3.2666], [1.3236, -0.5913, 4.4873], [3.4927, -1.4102, 2.7479], [2.9251, -2.4729, 3.8351], [3.4742, 0.6277, 2.5087], [3.5128, 3.0476, 2.9448], [3.2555, 2.5215, 1.3265], [0.6599, 3.0570, 1.8898], [1.7766, 4.3799, 1.6398], [1.3455, 3.9159, 3.2636]],
  "forces_ev_per_angstrom": [[0.002, 0.034, 0.221], [-0.637, -0.071, 0.128], [0.017, 0.110, -0.239], [-0.475, 0.333, 0.550], [-0.006, 0.027, -0.474], [-0.344, 0.151, 0.269], [0.312, -0.393, -0.041], [-0.168, 0.320, 0.057], [0.522, -0.467, -0.262], [-0.444, -0.290, -0.162], [-0.050, 0.708, 0.893], [-0.549, -1.035, -1.755], [-0.194, 0.196, 0.865], [0.805, 0.227, 0.276], [1.052, 0.726, -0.819], [-0.669, -0.506, -0.372], [0.397, 0.130, 0.203], [-0.237, 0.265, 0.380], [-0.281, -0.559, -0.003], [-0.302, 0.059, 0.263], [-0.046, 0.416, 0.482], [0.250, 0.415, -0.035], [-0.178, -0.468, 0.214], [-0.239, 0.324, -0.838], [0.052, -0.394, 0.217], [0.398, 0.304, 0.145], [-0.242, 0.107, 0.324], [-0.546, -0.786, -0.131], [0.446, -0.717, 0.796], [0.286, -0.204, -0.056], [0.022, 0.106, -0.036], [-0.023, 0.821, -0.329], [-0.190, -0.031, -0.018], [0.103, -0.075, 0.228], [-0.010, 0.266, 0.082], [-0.005, -0.071, -0.002], [-0.007, 0.035, -0.078], [0.013, -0.003, -0.096], [0.165, -0.043, -0.001], [0.340, 0.105, -0.072], [0.037, -0.169, 0.027], [0.053, -0.030, -0.046], [0.250, -0.257, -0.314], [0.137, -0.010, 0.021], [-0.025, 0.039, 0.102], [0.124, -0.024, 0.155], [0.081, -0.096, -0.122], [0.105, 0.088, -0.003], [0.025, 0.131, 0.019], [-0.106, 0.052, -0.072], [0.009, -0.021, 0.002], [0.065, -0.046, 0.018], [-0.135, 0.122, 0.182], [-0.227, 0.014, 0.042], [0.124, 0.011, 0.046], [0.011, 0.101, 0.015], [0.065, 0.120, -0.090], [-0.149, 0.033, 0.073], [-0.331, 0.024, 0.458], [0.102, 0.133, 0.038], [0.266, -0.035, 0.140], [-0.090, -0.113, -0.010], [0.018, -0.068, -0.105], [0.006, -0.058, -0.089], [0.004, -0.018, -0.176], [0.208, -0.207, -0.393], [0.074, -0.046, -0.004], [0.013, 0.011, -0.187], [-0.051, 0.107, -0.086], [0.051, -0.010, -0.159], [-0.037, -0.021, -0.016], [0.233, 0.485, -0.136], [-0.105, 0.097, -0.119], [-0.003, 0.016, 0.021], [-0.056, -0.060, -0.077], [0.040, -0.005, 0.115], [-0.046, -0.166, 0.102], [0.127, -0.121, -0.031], [-0.231, 0.053, -0.139], [-0.008, -0.107, -0.024], [0.001, 0.010, -0.006], [0.033, -0.034, 0.055]],
  "smiles": "CCCCCCCCCC[C@@]1(P(O)O)[C@H](CNC)C(B(O)OC)=[N+](CC(=O)O)[C@]1(CN)[C@H](F)CC",
  "orbital_gap_ev": 7.621,
  "total_charge": 1
}